Below is a cluster of 3 separate species, C8H15N3O11P2S2 in total at a distorted geometry, with properties calculated with ωB97M-V/def2-TZVPD.

Structure (XYZ):
```
41
Properties=species:S:1:pos:R:3
N -2.23111 2.88536 3.62305
C -2.19485 2.02076 2.86853
C -2.26005 0.64364 2.12901
C -1.28541 0.63749 0.83296
C -2.01302 -0.21885 -0.24177
N -2.27690 -1.04388 -0.99561
P -1.10685 2.38911 0.08327
O -0.74588 2.28089 -1.39057
P 0.43138 0.01323 1.32951
N 1.21836 -0.71330 0.18142
O 0.38330 -1.05453 2.62216
O 1.32378 1.33536 1.85037
H -3.33729 0.53827 1.77463
H -2.06952 -0.24162 2.79655
H -2.39151 3.01441 0.29413
H -0.09704 3.17372 0.71072
H 0.61977 -0.72435 -0.65421
H -0.22533 -1.80000 2.42627
H 1.28331 1.37878 2.83294
C -3.04080 0.77349 -5.56525
C -2.40123 2.03692 -6.11416
O -2.72180 3.05410 -5.16663
S -2.79791 2.39178 -3.68153
O -1.55222 2.60477 -3.01629
O -4.05115 2.74404 -3.09665
O -2.86263 0.84300 -4.15011
H -4.11418 0.75289 -5.77271
H -2.57805 -0.12960 -5.96211
H -2.77883 2.29856 -7.10188
H -1.31221 1.94326 -6.15458
C 4.86601 -3.31967 3.92637
C 4.58448 -4.12407 2.66935
O 3.45103 -3.49260 2.07173
S 3.49833 -1.90520 2.38895
O 4.06983 -1.24108 1.27115
O 2.23970 -1.52267 2.96208
O 4.61506 -1.96136 3.56742
H 4.17853 -3.59213 4.73195
H 5.89278 -3.43879 4.27124
H 4.37227 -5.17048 2.88409
H 5.41786 -4.05968 1.96424
```

Calculated values
structure (SMILES) = N#CC[C@@](C#N)([PH2]=O)P(=N)(O)O.O=S1(=O)OCCO1.O=S1(=O)OCCO1
energy = -2784.63185 a.u.
Kohn-Sham gap = 0.3291 Ha
LUMO energy = 0.03 eV
HOMO level = -0.328 Eh

Taken from the Mulliken analysis, the atomic charges in e are: -0.421 0.066 -0.504 0.880 -0.349 -0.462 0.266 -0.494 0.935 -0.691 -0.491 -0.517 0.408 0.375 0.144 0.099 0.242 0.320 0.337 -0.338 -0.358 -0.336 1.166 -0.411 -0.619 -0.296 0.288 0.298 0.312 0.274 -0.347 -0.354 -0.329 1.138 -0.565 -0.496 -0.348 0.272 0.305 0.305 0.296

Below is a structure of composition C29H23N3O2RhS3, with properties calculated with ωB97M-V/def2-TZVPD.

Structure (XYZ):
```
61
Properties=species:S:1:pos:R:3
Rh 0.04993 1.17395 0.25527
C 1.51224 -0.96704 4.83817
S 2.14563 -1.71323 3.32824
C 1.39615 -0.74886 2.06464
S 0.37140 0.57019 2.45470
N 1.77676 -1.15617 0.87531
N 1.23100 -0.40025 -0.11268
C 1.55805 -0.59448 -1.33442
C 0.96193 0.30686 -2.31736
C 1.21148 0.21036 -3.67871
C 0.60350 1.11158 -4.53517
C -0.22675 2.09023 -4.01453
C -0.42689 2.13384 -2.64327
N 0.14164 1.25869 -1.82597
H 2.00599 -1.49726 5.65237
H 0.43558 -1.09555 4.91776
H 1.75965 0.09061 4.88685
H 2.25581 -1.37449 -1.61634
H 1.87101 -0.56287 -4.04789
H 0.78218 1.05370 -5.60132
H -0.70953 2.81867 -4.65037
H -1.04157 2.88555 -2.16193
O 3.25640 3.95328 0.31055
C 2.20731 3.38733 0.61390
O 1.84265 2.26323 0.11644
C 1.34336 4.05488 1.67616
C 2.04071 4.78738 2.63631
C 1.39447 5.48304 3.64264
C 0.00627 5.47463 3.68205
C -0.70168 4.75668 2.73579
C -0.05683 4.02643 1.72938
S -1.10905 3.17785 0.58728
H 3.11913 4.80660 2.55112
H 1.96456 6.03449 4.38058
H -0.52593 6.01807 4.45453
H -1.78420 4.73352 2.76720
C -6.79995 -1.18638 0.61600
C -5.71837 -2.03689 0.43602
C -4.41857 -1.55372 0.48634
C -4.16168 -0.19827 0.71552
C -5.26513 0.63909 0.91527
C -6.56386 0.15954 0.86128
C -2.81895 0.42284 0.79055
C -1.68854 0.08490 0.15847
C -1.64237 -1.09128 -0.74700
C -2.12152 -1.00679 -2.05417
C -2.04596 -2.09195 -2.91700
C -1.48590 -3.28727 -2.48948
C -1.00697 -3.38596 -1.18759
C -1.08347 -2.30175 -0.32925
H -7.81252 -1.56867 0.57462
H -5.88438 -3.09320 0.25936
H -3.59729 -2.24292 0.35834
H -5.08534 1.69031 1.11115
H -7.39433 0.83867 1.01395
H -2.79838 1.31878 1.40267
H -2.56462 -0.07572 -2.38908
H -2.42831 -2.00171 -3.92721
H -1.42370 -4.13462 -3.16129
H -0.56585 -4.31266 -0.84028
H -0.69889 -2.38011 0.68088
```

Calculated values
energy = -2738.89922 a.u.
total charge = -1
Kohn-Sham gap = 0.2294 Ha
LUMO energy = 1.84 eV
relative energy (zero: lowest compared OMol25 entry of this formula, charge and spin) = 0.0000 eV
HOMO level = -0.162 Eh

Taken from the Mulliken analysis, the atomic charges in e are: -0.518 -0.807 -0.060 0.574 -0.457 -1.935 1.493 -0.678 1.168 -0.991 -0.389 -0.869 -0.426 0.534 0.346 0.284 0.276 0.378 0.476 0.406 0.444 0.417 -0.742 0.220 -0.444 0.249 -0.771 -0.571 -0.497 -0.679 0.813 -0.377 0.430 0.363 0.346 0.416 -0.387 -0.680 -0.002 0.312 -0.568 -0.565 -0.661 -0.195 0.599 0.459 -0.884 -0.561 -1.051 0.175 0.362 0.389 0.416 0.411 0.360 0.499 0.462 0.391 0.386 0.407 0.503

Below is the molecule CH5BrN2O at a distorted geometry, with properties calculated with ωB97M-V/def2-TZVPD.

Structure (XYZ):
```
10
Properties=species:S:1:pos:R:3
C -0.50867 0.23622 0.11639
N 0.85915 0.03463 0.31260
N 1.72598 0.37675 -1.11621
O -1.21463 -0.37842 1.21755
Br 1.27567 2.11906 -1.68414
H -0.71799 1.31845 -0.17033
H -0.97031 -0.40701 -0.75559
H 1.20403 0.74879 1.03170
H 1.26311 -0.21117 -1.82057
H -1.41293 0.21644 1.93009
```

Calculated values
structure (SMILES) = OCNNBr
energy = -2799.74379 a.u.
Kohn-Sham gap = 0.3646 Ha
LUMO energy = 0.17 eV
relative energy (zero: lowest compared OMol25 entry of this formula, charge and spin) = 1.7280 eV
HOMO level = -0.358 Eh

Taken from the Mulliken analysis, the atomic charges in e are: -0.333 -0.290 -0.364 -0.477 -0.034 0.369 0.226 0.298 0.321 0.284

Below is a structure of composition C8H16Cl8F6MgN3O12S6 at a distorted geometry, with properties calculated with ωB97M-V/def2-TZVPD.

Structure (XYZ):
```
60
Properties=species:S:1:pos:R:3
Mg -1.51359 15.21881 18.38243
N -0.24420 12.83666 25.75009
S 1.19769 13.06619 26.29339
O 2.14734 13.93761 25.59942
O 1.70933 12.00856 27.19367
F 0.63234 14.13092 27.33242
S 0.36115 12.25698 24.26097
O 1.49404 11.35297 24.18311
O 0.16319 13.24382 23.22043
F -0.86287 11.26897 23.91375
N -5.02712 16.25556 19.92381
S -5.40939 17.07340 21.37315
O -5.18923 16.28051 22.58410
O -6.52015 18.04176 21.39695
F -4.13213 18.03633 21.22684
S -6.49512 15.91174 19.57964
O -7.18710 16.95511 18.87186
O -7.18488 15.01048 20.47192
F -6.00307 14.99492 18.33162
N -0.13012 12.27736 15.90144
S -0.51349 10.65853 15.85279
O 0.38155 9.73526 16.53926
O -1.29604 10.12913 14.70560
F -1.67410 10.83970 17.02896
S 0.66531 12.06112 14.58553
O -0.01934 12.21628 13.29924
O 1.94357 11.26099 14.62011
F 1.25915 13.55013 14.67274
Cl -8.82363 7.41497 17.24667
C -8.71860 7.03525 15.55032
C -9.56408 5.82622 15.16453
Cl -9.33641 5.44605 13.39830
H -7.71158 6.85668 15.17334
H -9.11913 7.95886 15.13243
H -10.64788 5.92469 15.22608
H -9.34109 4.92385 15.73383
Cl -3.02489 6.80337 7.84181
C -3.88049 7.30379 9.28032
C -4.16291 8.80100 9.12512
Cl -5.47228 9.03360 7.90834
H -3.25629 7.17876 10.16509
H -4.72872 6.63851 9.44158
H -3.29534 9.38733 8.82238
H -4.56253 9.23021 10.04392
Cl 8.23286 14.28992 8.04863
C 7.28051 13.17108 9.04874
C 5.89540 12.80783 8.32252
Cl 4.95645 14.30052 8.27709
H 7.09154 13.68057 9.99363
H 7.86811 12.27586 9.25226
H 5.33158 12.14883 8.98276
H 6.09533 12.30624 7.37567
Cl 8.42655 11.32223 17.31943
C 7.42405 9.96150 17.96951
C 6.74955 10.32313 19.28721
Cl 6.07956 12.03365 19.24638
H 8.10873 9.11383 17.99671
H 6.72777 9.70568 17.17086
H 7.50336 10.20335 20.06537
H 5.93323 9.65859 19.57022
```

Calculated values
energy = -8251.16981 a.u.
total charge = -1
Kohn-Sham gap = 0.0662 Ha
LUMO energy = -6.07 eV
relative energy (zero: lowest compared OMol25 entry of this formula, charge and spin) = 13.6610 eV
HOMO level = -0.289 Eh

Taken from the Mulliken analysis, the atomic charges in e are: 1.352 -0.214 1.089 -0.524 -0.541 -0.280 1.110 -0.499 -0.541 -0.262 -0.181 1.023 -0.519 -0.500 -0.262 1.041 -0.515 -0.516 -0.313 -0.178 1.046 -0.532 -0.515 -0.337 0.994 -0.562 -0.538 -0.328 -0.187 -0.380 -0.437 -0.208 0.319 0.269 0.303 0.321 -0.173 -0.367 -0.464 -0.191 0.271 0.310 0.334 0.281 -0.177 -0.502 -0.385 -0.168 0.325 0.314 0.271 0.322 -0.187 -0.437 -0.359 -0.184 0.304 0.282 0.272 0.309

Below is the molecule C7H12 at a distorted geometry, with properties calculated with ωB97M-V/def2-TZVPD.

Structure (XYZ):
```
19
Properties=species:S:1:pos:R:3
C 1.29431 -1.87081 -1.38908
C 0.57089 -0.52842 -1.76700
C -0.33108 -0.26630 -0.67908
C -1.56616 -0.69032 -0.64272
C -0.11727 1.96361 2.46687
C -0.53511 1.48375 1.14126
C 0.07527 0.51535 0.44545
H 0.83527 -2.52105 -2.13647
H 1.07070 -2.13825 -0.37084
H 2.37308 -1.95565 -1.43581
H 1.20395 0.43939 -1.99791
H -0.12033 -0.89773 -2.57981
H -2.15061 -1.09433 -1.42312
H -2.16875 -0.56241 0.27232
H -0.99863 1.84322 3.27097
H 0.77580 1.31627 2.76698
H 0.30176 2.88154 2.37174
H -1.48149 1.87531 0.87783
H 0.96840 0.20685 0.80843
```

Calculated values
structure (SMILES) = C=C(/C=C/C)CC
energy = -273.81263 a.u.
Kohn-Sham gap = 0.3613 Ha
LUMO energy = 1.13 eV
relative energy (zero: lowest compared OMol25 entry of this formula, charge and spin) = 2.6101 eV
HOMO level = -0.320 Eh

Taken from the Mulliken analysis, the atomic charges in e are: -1.090 -0.392 0.298 -1.009 -1.121 -0.039 -0.439 0.313 0.328 0.309 0.299 0.255 0.303 0.323 0.257 0.276 0.351 0.461 0.319

Below is the ion C4H4N3OS2 with charge -1 at a distorted geometry, with properties calculated with ωB97M-V/def2-TZVPD.

Structure (XYZ):
```
14
Properties=species:S:1:pos:R:3
C -1.36551 1.78152 -0.38958
C -2.08120 0.64598 -0.19417
C 0.38369 0.39305 -0.19661
C 2.82202 0.67542 0.16229
N 0.03148 1.62061 -0.41894
N 1.73253 -1.66567 -0.08591
N 1.63879 -0.17873 -0.24333
O 2.62980 1.75143 0.64146
S 4.27356 -0.05505 -0.06898
S -1.06048 -0.71399 0.16340
H -1.74627 2.78720 -0.59830
H -3.17863 0.58866 0.06643
H 1.86512 -1.94977 0.93508
H 2.58561 -1.80834 -0.56142
```

Calculated values
structure (SMILES) = NN(C([O-])=S)c1nccs1
energy = -1190.73997 a.u.
total charge = -1
Kohn-Sham gap = 0.2532 Ha
LUMO energy = 3.01 eV
relative energy (zero: lowest compared OMol25 entry of this formula, charge and spin) = 0.0000 eV
HOMO level = -0.142 Eh

Taken from the Mulliken analysis, the atomic charges in e are: -0.382 -0.245 0.465 0.275 -0.482 -0.629 0.130 -0.521 -0.605 -0.155 0.372 0.286 0.228 0.264